# 1
# C18H22N2O5

The molecule C18H22N2O5 in a non-equilibrium geometry (ωB97M-V/def2-TZVPD, the OMol25 dataset).

The geometry in XYZ format:
```
47
Properties=species:S:1:pos:R:3
C -4.45591 -3.24246 -0.63425
O -4.71759 -1.86358 -0.53308
C -3.68082 -1.01613 -0.25211
C -2.37945 -1.44575 -0.08042
C -1.34002 -0.53571 0.15231
C -0.01281 -1.06341 0.31287
C 1.16470 -0.42683 0.51401
C 1.36504 0.95864 0.58356
N 1.65790 2.07100 0.64217
C 2.39755 -1.28394 0.62969
O 2.35718 -2.48430 0.45243
N 3.51592 -0.61260 0.98017
C 4.82483 -1.20960 0.92072
C 5.73211 -0.47819 -0.08708
C 6.09530 0.95396 0.35541
C 5.88616 1.78225 -0.91253
C 4.80357 0.97711 -1.62922
O 5.09852 -0.37775 -1.35365
C -1.64983 0.81747 0.21375
C -2.95571 1.27525 0.06548
O -3.06238 2.62555 0.14996
C -4.30710 3.28715 0.20854
C -3.99861 0.35825 -0.16260
O -5.26405 0.84816 -0.34117
C -6.37634 0.12775 0.15159
H -3.75275 -3.46058 -1.44363
H -5.41679 -3.70281 -0.85979
H -4.07211 -3.65091 0.30579
H -2.13902 -2.49390 -0.14528
H 0.07614 -2.14438 0.26659
H 3.46950 0.39151 1.07433
H 4.67871 -2.24443 0.60346
H 5.29893 -1.19560 1.90865
H 6.63444 -1.08859 -0.22607
H 7.11583 1.00970 0.72772
H 5.42511 1.29434 1.14613
H 5.57561 2.80367 -0.70779
H 6.79672 1.79659 -1.51188
H 4.81137 1.09997 -2.71322
H 3.80552 1.24420 -1.25128
H -0.88987 1.55944 0.39067
H -4.88627 3.14706 -0.70551
H -4.05460 4.34128 0.32444
H -4.89790 2.96194 1.06829
H -7.16942 0.86772 0.26719
H -6.16136 -0.32921 1.12000
H -6.69821 -0.64466 -0.54858
```

- Lowest unoccupied orbital energy: -0.015 hartree
- SMILES: COc1cc(/C=C(\C#N)C(=O)NC[C@@H]2CCCO2)cc(OC)c1OC

=====

# 2
# C18H22N4O2

The molecule C18H22N4O2 in a non-equilibrium geometry (ωB97M-V/def2-TZVPD, the OMol25 dataset).

The geometry in XYZ format:
```
46
Properties=species:S:1:pos:R:3
C 2.09736 0.07701 -2.60786
C 0.97017 0.81837 -1.92636
C 0.66319 2.11041 -2.18121
N -0.46242 2.42729 -1.44947
C -1.17624 3.71894 -1.49618
C -0.90017 1.27212 -0.75084
C -0.04869 0.26451 -1.07133
N -0.10154 -1.06738 -0.71919
C 0.94204 -1.68250 -0.04510
O 0.98208 -2.89946 0.12288
C 1.87286 -0.84246 0.79558
C 1.20408 -0.38761 2.11079
N 2.11438 0.53131 2.81514
C 1.51981 1.81906 3.23925
C 3.12981 -0.08026 3.69442
C -1.30365 -1.74261 -0.91002
C -1.28918 -2.86123 -1.73743
C -2.44554 -3.53626 -2.02497
C -3.63330 -3.11049 -1.51534
C -3.68917 -1.92150 -0.75229
C -2.51243 -1.21279 -0.39130
N -2.63906 -0.11065 0.43688
C -2.09006 1.09394 0.10409
O -2.67546 2.05462 0.54508
H 1.81215 -0.93403 -2.88789
H 3.00319 0.10665 -2.00880
H 2.36387 0.65114 -3.51986
H 1.20279 2.78162 -2.87214
H -0.57583 4.41597 -2.08620
H -1.34537 4.09590 -0.52593
H -2.14940 3.65030 -2.02064
H 2.76424 -1.44966 0.96805
H 2.26538 0.00445 0.24111
H 1.01406 -1.25933 2.76237
H 0.27465 0.15336 1.86821
H 0.75847 1.68376 4.00779
H 1.04201 2.36850 2.41991
H 2.28784 2.45501 3.67215
H 3.70299 -0.84372 3.20306
H 3.80269 0.66680 4.02006
H 2.69842 -0.52760 4.55845
H -0.36755 -3.15266 -2.25629
H -2.39024 -4.38374 -2.66370
H -4.54681 -3.69151 -1.72862
H -4.63425 -1.54310 -0.42196
H -3.51212 0.01955 0.98561
```

- Lowest unoccupied orbital energy: 0.027 hartree
- SMILES: Cc1cn(C)c2c1N(C(=O)CCN(C)C)c1ccccc1NC2=O

=====

# 3
# C18H22N4O4S

The molecule C18H22N4O4S in a non-equilibrium geometry (ωB97M-V/def2-TZVPD, the OMol25 dataset).

The geometry in XYZ format:
```
49
Properties=species:S:1:pos:R:3
C -1.69425 -3.32606 0.29736
C -1.55732 -2.78229 -0.89667
C -0.81053 -1.51193 -1.19826
N -0.19738 -0.91355 -0.04654
C 1.04756 -1.19577 0.43277
S 2.07423 -2.38971 -0.29403
C 3.46361 -2.39424 0.88230
C 4.43437 -1.24321 0.63257
O 5.46529 -1.39524 0.01286
N 4.05139 -0.09068 1.21126
C 4.78889 1.12487 1.00534
C 4.14358 2.07789 0.00923
O 4.49524 3.21680 -0.14628
O 3.15507 1.49646 -0.66709
C 2.50117 2.29279 -1.65798
C 1.13150 1.70188 -1.93382
N 1.31846 -0.44383 1.47052
N 0.26366 0.35483 1.68050
C -0.65210 0.08178 0.78942
C -1.93026 0.76651 0.69198
C -1.97587 2.12873 0.97025
C -3.18079 2.80337 0.88156
C -4.33381 2.13438 0.52591
C -4.30031 0.76219 0.26806
O -5.49032 0.18850 -0.05431
C -5.53291 -1.19814 -0.28859
C -3.09395 0.07890 0.35040
H -2.24057 -4.24157 0.44026
H -1.26717 -2.88695 1.18448
H -1.99293 -3.24366 -1.77216
H -0.01905 -1.73800 -1.92337
H -1.48823 -0.77789 -1.64974
H 3.97462 -3.34009 0.70518
H 3.04104 -2.35867 1.88471
H 3.09515 -0.02424 1.57184
H 5.77483 0.85334 0.60904
H 4.92678 1.66009 1.94941
H 3.11920 2.29120 -2.56262
H 2.42800 3.32179 -1.29042
H 0.52383 1.72663 -1.03257
H 1.23433 0.67226 -2.26742
H 0.63475 2.27889 -2.70849
H -1.06941 2.63761 1.25539
H -3.22058 3.86101 1.09238
H -5.28050 2.64511 0.45272
H -5.21611 -1.76584 0.59214
H -4.91301 -1.48276 -1.14542
H -6.57444 -1.42669 -0.50791
H -3.05471 -0.98680 0.19382
```

- Lowest unoccupied orbital energy: 0.015 hartree
- SMILES: C=CCn1c(SCC(=O)NCC(=O)OCC)nnc1-c1cccc(OC)c1

=====

So what do the calculations give for relative energy (zero: lowest compared OMol25 entry of this formula, charge and spin)? Going down the list: 3.3384; 2.4170; 2.1010 eV.
So what do the calculations give for E? Going down the list: -32238.7548; -29078.0060; -44008.6351 eV.
So what do the calculations give for E_HOMO? Going down the list: -8.27; -8.01; -8.49 eV.